This record from the Open Molecules 2025 dataset describes a single C3H4N4O2 molecule at a distorted geometry. The level of theory is ωB97M-V/def2-TZVPD.

Element x y z (Å)
O1 -2.98 -1.58 -0.15
O2 -3.78 0.46 0.07
N1 -2.82 -0.34 -0.03
N2 0.82 -1.82 -0.09
N3 0.97 0.61 -0.29
N4 -1.18 1.30 -0.04
C1 -1.58 0.05 0.05
C2 0.11 1.61 -0.18
C3 0.55 -0.58 -0.18
H1 -2.01 2.02 -0.05
H2 -0.03 -2.37 0.06
H3 1.59 -2.01 0.51
H4 0.46 2.62 -0.42

Calculated values
Calculated total energy (Eh): -485.975678
Maximum force (Eh/bohr): 0.150
E_HOMO (alpha / beta) (hartree): -0.28420 / -0.28424
Charge: 0
Orbital gap (alpha / beta) (eV): 7.156 / 7.155
Energy relative to the best compared isomer or geometry (same formula, charge and spin) (kJ/mol): 660.30



This record from the Open Molecules 2025 dataset describes a single C3H4N4O2 molecule at a distorted geometry. The level of theory is ωB97M-V/def2-TZVPD.

Element x y z (Å)
O1 1.19 -0.67 1.06
O2 0.56 -1.61 -0.95
N1 -1.92 -1.13 -0.33
N2 -0.24 1.87 0.59
N3 -1.25 0.97 0.57
N4 0.38 -0.78 -0.13
C1 -1.02 -0.23 0.04
C2 0.97 1.60 0.29
C3 1.60 0.31 0.09
H1 2.62 0.14 -0.40
H2 1.69 2.52 0.01
H3 -2.90 -0.90 -0.17
H4 -1.69 -2.09 -0.66

Calculated values
Calculated total energy (Eh): -485.974492
Maximum force (Eh/bohr): 0.111
E_HOMO (hartree): -0.32252
Charge: 0
Orbital gap (eV): 8.864
Energy relative to the best compared isomer or geometry (same formula, charge and spin) (kJ/mol): 663.41
SMILES string: NC1=NN=C[C@H]2O[N@@+]12[O-]



This record from the Open Molecules 2025 dataset describes 2 unconnected molecules or ions with the total composition C3H4N4O2 at a distorted geometry. The level of theory is ωB97M-V/def2-TZVPD.

Element x y z (Å)
O1 -3.08 -1.04 -0.56
O2 1.14 0.77 -0.41
N1 1.84 3.35 -0.38
N2 -0.82 -0.70 -1.19
N3 -0.03 -1.78 1.72
N4 1.18 2.63 0.17
C1 -0.02 -0.78 1.00
C2 0.37 -0.12 -0.10
C3 -2.05 -0.84 -0.96
H1 -0.61 -0.79 -2.19
H2 -0.70 -1.71 2.55
H3 2.46 3.64 -1.11
H4 0.31 -2.63 1.48

Calculated values
Calculated total energy (Eh): -485.370474
Maximum force (Eh/bohr): 0.097
E_HOMO (alpha / beta) (hartree): -0.66695 / -0.66693
Charge: +2
Orbital gap (alpha / beta) (eV): 8.878 / 8.877
Energy relative to the best compared isomer or geometry (same formula, charge and spin) (kJ/mol): 37.96



This record from the Open Molecules 2025 dataset describes a single C3H4N4S molecule at a distorted geometry. The level of theory is ωB97M-V/def2-TZVPD.

Element x y z (Å)
S1 2.84 0.43 -0.01
N1 -1.06 0.89 0.09
N2 1.31 1.06 -0.01
N3 -1.41 -1.28 0.04
N4 0.89 -2.07 -0.01
C1 -1.94 -0.18 -0.07
C2 0.08 -1.12 0.10
C3 0.19 0.33 0.06
H1 1.45 1.96 0.29
H2 1.93 -1.81 -0.20
H3 -1.22 1.93 -0.21
H4 -3.05 -0.14 -0.08

Calculated values
Calculated total energy (Eh): -733.845252
Maximum force (Eh/bohr): 0.093
E_HOMO (alpha / beta) (hartree): -0.29014 / -0.29070
Charge: 0
Orbital gap (alpha / beta) (eV): 6.804 / 6.828
Energy relative to the best compared isomer or geometry (same formula, charge and spin) (kJ/mol): 162.85
SMILES string: [H]/N=C1/N=CN/C1=[NH+]/[S-]



This record from the Open Molecules 2025 dataset describes a single C3H4N4S molecule at a distorted geometry. The level of theory is ωB97M-V/def2-TZVPD.

Element x y z (Å)
S1 0.11 2.54 0.08
N1 0.92 -0.23 0.14
N2 -1.28 -1.05 -0.24
N3 -0.95 1.22 -0.12
N4 1.47 -1.45 0.20
C1 -0.43 0.04 -0.06
C2 -0.76 -2.21 -0.18
C3 0.66 -2.45 0.05
H1 -1.39 -3.08 -0.28
H2 1.59 0.52 0.27
H3 1.08 -3.44 0.09
H4 -0.86 3.49 -0.03

Calculated values
Calculated total energy (Eh): -733.870556
Maximum force (Eh/bohr): 0.024
E_HOMO (hartree): -0.29954
Charge: 0
Orbital gap (eV): 7.897
Energy relative to the best compared isomer or geometry (same formula, charge and spin) (kJ/mol): 96.41
SMILES string: S/N=c1/nccn[nH]1



This record from the Open Molecules 2025 dataset describes a gas-phase ion, C3H4NO (charge +1) at a distorted geometry. The level of theory is ωB97M-V/def2-TZVPD.

Element x y z (Å)
O1 -1.54 0.58 -0.36
N1 0.62 -0.35 0.19
C1 -1.73 -0.40 -1.02
C2 0.43 -1.29 -0.59
C3 -0.32 0.84 0.40
H1 -0.32 1.17 1.43
H2 1.12 -2.02 -0.78
H3 1.42 -0.11 0.79
H4 0.33 1.57 -0.05

Calculated values
Calculated total energy (Eh): -246.226793
Maximum force (Eh/bohr): 0.085
E_HOMO (hartree): -0.54472
Charge: +1
Orbital gap (eV): 9.810
Energy relative to the best compared isomer or geometry (same formula, charge and spin) (kJ/mol): 433.99



This record from the Open Molecules 2025 dataset describes a gas-phase ion, C3H4NO (charge +1) at a distorted geometry. The level of theory is ωB97M-V/def2-TZVPD.

Element x y z (Å)
O1 -1.10 0.28 0.03
N1 1.20 0.21 0.00
C1 0.14 1.13 0.02
C2 0.78 -1.00 0.04
C3 -0.79 -0.94 0.03
H1 -0.01 1.84 0.82
H2 -1.53 -1.69 -0.26
H3 1.49 -1.67 0.20
H4 -0.18 1.84 -0.89

Calculated values
Calculated total energy (Eh): -246.338797
Maximum force (Eh/bohr): 0.120
E_HOMO (hartree): -0.63407
Charge: +1
Orbital gap (eV): 10.246
Energy relative to the best compared isomer or geometry (same formula, charge and spin) (kJ/mol): 139.92



This record from the Open Molecules 2025 dataset describes a gas-phase ion, C3H4NO3 (charge -1) at a distorted geometry. The level of theory is ωB97M-V/def2-TZVPD.

Element x y z (Å)
O1 0.13 3.08 -0.54
O2 -0.41 -0.16 -1.49
O3 1.43 1.06 -2.05
N1 0.03 1.16 -1.68
C1 -0.21 -0.58 -0.02
C2 -0.16 1.91 -0.48
C3 -0.21 0.73 0.75
H1 -1.22 0.74 1.31
H2 1.97 0.84 -1.28
H3 -1.21 -1.17 0.22
H4 0.75 -1.23 0.04

Calculated values
Calculated total energy (Eh): -397.032660
Maximum force (Eh/bohr): 0.096
E_HOMO (hartree): -0.09903
Charge: -1
Orbital gap (eV): 6.934
Energy relative to the best compared isomer or geometry (same formula, charge and spin) (kJ/mol): 711.88
SMILES string: [O-]C1=CCON1O



Number 6 is which compound?
C3H4NO



Look up the energy relative to the best compared isomer or geometry (same formula, charge and spin) of the third one.
37.96 kJ/mol



Which formula does entry 2 have?
C3H4N4O2